# 1
The following is a DFT calculation (the ωB97M-V functional and the def2-TZVPD basis) of a cluster of 11 separate species, C39H82F15N6O16 in total at a distorted geometry.

Each line ends with the Löwdin charge.
Atoms and positions in Å:
C -0.639 0.879 -5.704  0.038
C 0.552 1.718 -5.255  -0.382
O 1.230 2.374 -6.005  0.144
N 0.665 1.869 -3.781  0.101
H -0.158 1.430 -3.393  0.087
H 1.509 1.399 -3.485  0.122
C 0.580 3.321 -3.347  0.037
H -0.633 -0.109 -5.245  0.063
H -0.817 0.722 -6.768  0.101
H -1.476 1.341 -5.180  0.084
H 0.527 3.228 -2.262  0.070
H -0.329 3.774 -3.744  0.109
H 1.396 3.875 -3.810  0.104
C -1.657 -1.051 3.872  0.035
C -0.228 -0.714 4.204  -0.314
O 0.372 0.306 3.832  0.069
N 0.632 -1.676 5.059  0.126
H 0.053 -2.403 5.455  0.165
H 1.196 -2.275 4.473  0.081
C 1.558 -0.824 6.043  0.072
H -2.035 -0.215 3.284  0.068
H -2.274 -1.283 4.740  0.109
H -1.731 -1.872 3.159  0.100
H 2.456 -0.577 5.477  0.088
H 1.776 -1.480 6.885  0.100
H 1.014 0.038 6.429  0.092
C 4.418 0.959 -4.623  0.043
C 4.823 -0.167 -3.620  -0.341
O 5.842 -0.771 -3.716  0.158
N 3.814 -0.583 -2.533  0.093
H 3.364 0.205 -2.090  0.076
H 2.979 -1.028 -2.887  0.078
C 4.488 -1.459 -1.451  0.037
H 3.681 0.449 -5.244  0.089
H 5.246 1.359 -5.207  0.097
H 4.004 1.791 -4.052  0.071
H 3.653 -1.677 -0.786  0.070
H 5.343 -0.938 -1.020  0.106
H 4.686 -2.408 -1.950  0.092
C 0.688 -1.418 0.737  0.038
C -0.464 -0.512 0.259  -0.255
O -1.651 -0.714 0.610  0.067
N -0.096 0.916 -0.325  0.132
H 0.795 0.895 -0.800  0.092
H -0.725 1.086 -1.096  0.079
C -0.223 2.094 0.713  0.049
H 0.271 -2.358 1.099  0.099
H 1.148 -0.900 1.578  0.076
H 1.410 -1.395 -0.080  0.072
H -0.018 2.852 -0.043  0.062
H 0.560 2.133 1.471  0.072
H -1.235 2.116 1.116  0.087
C 2.762 5.079 3.360  0.039
C 1.264 4.872 3.165  -0.275
O 0.710 4.579 2.072  0.096
N 0.298 5.168 4.341  0.127
H 0.872 5.447 5.124  0.161
H -0.352 5.912 4.130  0.183
C -0.535 3.911 4.739  0.053
H 3.163 4.350 4.064  0.094
H 2.896 5.960 3.988  0.104
H 3.375 4.730 2.530  0.083
H 0.160 3.094 4.933  0.084
H -1.200 3.513 3.973  0.096
H -1.089 4.168 5.642  0.093
C -3.984 -2.604 -1.039  -0.036
C -2.802 -2.994 -1.836  -0.306
C -3.070 -4.280 -2.661  -0.133
O -4.138 -4.073 -3.670  -0.205
C -4.464 -5.313 -4.343  -0.079
N -2.433 -1.860 -2.790  0.261
H -1.632 -2.145 -3.335  0.089
H -3.241 -1.779 -3.391  0.149
H -2.136 -1.022 -2.311  0.109
H -4.907 -2.725 -1.605  0.103
H -3.910 -1.716 -0.412  0.079
H -4.058 -3.364 -0.260  0.097
H -1.865 -3.260 -1.347  0.139
H -3.397 -5.064 -1.977  0.133
H -2.133 -4.603 -3.112  0.121
H -4.435 -6.203 -3.715  0.090
H -3.821 -5.529 -5.196  0.079
H -5.451 -5.188 -4.787  0.094
C 2.618 -4.512 2.570  -0.495
O 2.615 -5.841 2.883  -0.098
O 2.073 -3.899 3.711  -0.250
C 3.914 -3.948 1.794  -0.533
F 4.103 -4.442 0.610  0.158
F 3.839 -2.601 1.582  0.081
F 5.077 -4.259 2.459  0.105
C 2.314 -6.821 1.864  -0.219
C 3.198 -8.093 2.140  -0.051
H 4.257 -7.955 2.357  0.073
H 2.756 -8.394 3.090  0.069
H 3.084 -8.821 1.337  0.067
H 2.505 -6.393 0.880  0.095
H 1.240 -7.001 1.912  0.113
H 1.921 -4.480 1.733  0.110
C 0.994 -2.595 -3.970  -0.393
O -0.334 -2.455 -4.542  -0.170
O 1.278 -1.276 -3.611  -0.232
C 1.336 -3.676 -2.888  -0.538
F 2.639 -3.834 -2.592  0.148
F 0.695 -3.447 -1.685  0.093
F 0.969 -4.831 -3.389  0.166
C -0.647 -3.276 -5.710  -0.203
C -2.060 -2.923 -6.111  -0.077
H -2.534 -3.634 -6.787  0.086
H -2.776 -2.878 -5.290  0.047
H -2.191 -2.017 -6.704  0.078
H -0.561 -4.335 -5.468  0.120
H -0.159 -2.951 -6.629  0.126
H 1.574 -2.838 -4.860  0.145
C -4.297 3.615 5.834  -0.424
O -4.387 3.387 4.386  -0.123
O -3.642 4.869 5.955  -0.300
C -5.686 3.306 6.618  -0.573
F -6.013 2.031 6.573  0.139
F -5.673 3.627 7.940  0.109
F -6.663 4.037 6.083  0.140
C -4.429 2.052 3.791  -0.278
C -3.996 2.159 2.403  -0.105
H -3.482 1.242 2.115  0.051
H -4.762 2.441 1.681  0.082
H -3.220 2.924 2.369  0.066
H -5.405 1.576 3.885  0.120
H -3.686 1.398 4.247  0.089
H -3.533 2.936 6.213  0.102
C 3.506 2.322 -0.488  -0.380
O 3.223 1.789 0.814  -0.122
O 2.539 1.755 -1.353  -0.250
C 3.898 3.818 -0.603  -0.682
F 3.734 4.344 -1.820  0.162
F 3.142 4.453 0.266  0.153
F 5.107 3.965 -0.293  0.232
C 4.266 1.669 1.812  -0.229
C 3.588 0.967 2.991  -0.073
H 3.341 -0.061 2.728  0.067
H 4.360 0.946 3.761  0.084
H 2.732 1.578 3.277  0.056
H 4.682 2.594 2.211  0.109
H 4.987 0.969 1.391  0.122
H 4.459 1.843 -0.713  0.127
C -2.910 2.184 -2.344  -0.354
O -2.106 3.067 -1.531  -0.156
O -1.950 1.191 -2.647  -0.251
C -4.340 1.781 -1.789  -0.530
F -5.344 2.691 -1.880  0.131
F -4.924 0.697 -2.342  0.119
F -4.247 1.453 -0.505  0.129
C -2.577 4.397 -1.117  -0.213
C -1.581 5.082 -0.222  -0.083
H -1.674 6.164 -0.128  0.090
H -1.578 4.698 0.798  0.055
H -0.601 4.918 -0.669  0.064
H -3.449 4.331 -0.466  0.116
H -2.808 4.980 -2.008  0.124
H -3.130 2.850 -3.178  0.140

Kohn-Sham gap: 4.394 eV
Multiplicity: 1
Total charge: +1
M: 1176.08 g/mol
HOMO energy: -0.2903 hartree

# 2
The following is a DFT calculation (the ωB97M-V functional and the def2-TZVPD basis) of an isolated molecule of C5H8IN at a distorted geometry.

Each line ends with the Löwdin charge.
Atoms and positions in Å:
C 0.354 0.881 -0.590  -0.122
C -2.257 0.404 0.343  -0.139
C 0.839 -0.069 0.497  -0.333
C -0.419 0.654 0.674  -0.134
C 0.663 -1.475 -0.005  -0.102
N -3.225 -0.244 -0.392  -0.550
I -5.169 0.090 0.105  0.683
H 0.881 1.773 -0.821  0.083
H 0.203 0.405 -1.570  0.117
H -0.338 1.425 1.388  0.097
H -2.580 0.897 1.195  -0.004
H 1.760 0.116 1.129  0.158
H 1.481 -1.775 -0.710  0.084
H -0.253 -1.493 -0.493  0.034
H 0.744 -2.367 0.815  0.127

Structure (SMILES): C[C@H]1C[C@H]1/C=N/I
Kohn-Sham gap: 8.975 eV
Multiplicity: 1
M: 209.03 g/mol
HOMO energy: -0.3388 hartree

# 3
The following is a DFT calculation (the ωB97M-V functional and the def2-TZVPD basis) of a cluster of 2 separate species, C2H9N2S2 in total at a distorted geometry.

Each line ends with the Löwdin charge.
Atoms and positions in Å:
C 1.087 -2.102 0.540  -0.400
S 0.562 -1.638 -1.213  0.394
S -1.548 -1.565 -0.843  0.370
H 1.127 -1.165 1.083  0.009
H 2.038 -2.619 0.483  0.037
H 0.287 -2.743 0.892  0.014
H -2.034 -2.230 -1.914  -0.157
N -1.276 1.433 -0.223  0.143
C -0.341 2.157 0.373  -0.140
N 0.940 1.954 0.119  0.201
H -0.938 0.695 -0.839  -0.010
H -2.062 1.214 0.376  0.128
H -0.648 2.745 1.227  0.163
H 1.625 2.497 0.608  0.136
H 1.181 1.369 -0.671  0.113

Kohn-Sham gap: 8.606 eV
Multiplicity: 1
Total charge: +1
M: 125.24 g/mol
HOMO energy: -0.4611 hartree

# 4
The following is a DFT calculation (the ωB97M-V functional and the def2-TZVPD basis) of a structure of composition C23H27BF5IrN3O3S4Sb.

Each line ends with the Löwdin charge.
Atoms and positions in Å:
Ir 0.392 2.915 -0.391  0.639
S 4.020 1.869 2.350  -0.324
Sb 3.939 3.724 0.984  0.012
S 1.055 1.940 -2.485  0.553
S 1.665 4.545 0.718  -0.238
S 5.164 5.550 1.655  -0.421
C -3.796 1.209 -1.598  -0.044
N -2.775 0.222 -1.331  -0.138
C -2.582 -0.115 0.064  -0.045
C -1.932 -0.291 -2.271  -0.498
C -1.982 0.313 -3.658  -0.012
O -1.162 -1.207 -2.013  0.047
H -4.734 0.892 -1.131  0.089
H -3.970 1.314 -2.664  0.078
H -3.525 2.185 -1.190  0.063
H -3.446 -0.665 0.455  0.083
H -2.446 0.801 0.644  0.067
H -1.687 -0.723 0.159  0.082
H -2.909 0.054 -4.174  0.077
H -1.136 -0.090 -4.209  0.083
H -1.886 1.398 -3.611  0.068
C -1.237 2.106 4.294  -0.066
N 0.084 1.951 3.700  -0.176
C 1.134 2.830 4.224  -0.070
C 0.127 1.668 2.409  -0.293
N 0.165 1.414 1.281  0.087
H -1.171 1.862 5.355  0.081
H -1.936 1.423 3.814  0.088
H -1.609 3.127 4.180  0.082
H 1.231 2.642 5.294  0.082
H 0.884 3.880 4.044  0.086
H 2.079 2.608 3.724  -0.034
C 2.326 -4.700 1.810  -0.076
C 2.489 -5.116 0.348  -0.564
C 1.451 -6.206 0.044  -0.059
C 3.898 -5.701 0.177  -0.059
C 2.295 -3.939 -0.612  -0.183
C 2.431 -4.148 -1.985  -0.059
C 2.266 -3.123 -2.920  0.009
C 1.958 -1.873 -2.438  -0.221
O 1.752 -0.711 -3.113  0.108
B 1.438 0.255 -2.117  -1.077
O 1.517 -0.353 -0.850  0.106
C 1.818 -1.652 -1.074  -0.201
C 1.982 -2.656 -0.148  0.075
H 2.482 -5.568 2.456  0.077
H 1.325 -4.310 2.006  0.085
H 3.050 -3.934 2.093  0.089
H 1.575 -7.054 0.725  0.075
H 1.549 -6.572 -0.978  0.071
H 0.440 -5.811 0.161  0.088
H 4.048 -6.541 0.864  0.075
H 4.654 -4.943 0.389  0.090
H 4.060 -6.061 -0.839  0.070
H 2.673 -5.139 -2.352  0.094
H 2.373 -3.304 -3.982  0.110
H 1.870 -2.423 0.901  0.119
F -2.090 3.418 1.750  0.029
C -2.414 3.926 0.530  -0.267
C -1.545 3.792 -0.540  -0.208
C -2.022 4.359 -1.714  -0.276
F -1.289 4.306 -2.847  0.037
C -3.251 4.986 -1.833  -0.165
F -3.666 5.508 -3.005  0.083
C -4.079 5.077 -0.730  -0.161
F -5.277 5.686 -0.822  0.083
C -3.652 4.543 0.469  -0.165
F -4.452 4.632 1.553  0.080

Expectation value of S²: 6.0205
Kohn-Sham gap (alpha / beta): 5.120 / 5.970 eV
Multiplicity: 5
Total charge: -2
M: 941.53 g/mol
HOMO energy (alpha / beta): -0.0438 / -0.0752 hartree

# 5
The following is a DFT calculation (the ωB97M-V functional and the def2-TZVPD basis) of the ion C25H33N6O with charge +1 at a distorted geometry.

Each line ends with the Löwdin charge.
Atoms and positions in Å:
C 2.084 2.831 -1.644  -0.037
H 2.628 3.184 -0.770  0.104
H 2.796 2.535 -2.417  0.104
H 1.435 3.626 -2.021  0.103
O 1.326 1.722 -1.192  -0.121
C 0.658 0.957 -2.104  -0.230
C 0.484 1.290 -3.441  0.003
C -0.256 0.466 -4.270  -0.050
C -0.836 -0.690 -3.783  -0.066
C -0.655 -1.037 -2.456  -0.026
C 0.092 -0.231 -1.612  -0.145
C 0.348 -0.636 -0.176  -0.113
C 1.816 -0.813 0.022  -0.245
N 2.570 0.010 0.724  0.079
N 3.810 -0.441 0.620  0.000
N 3.859 -1.479 -0.093  0.071
N 2.620 -1.768 -0.501  -0.049
C 2.345 -2.889 -1.355  -0.063
C 2.197 -2.500 -2.809  -0.218
C 2.896 -1.425 -3.340  -0.033
C 2.774 -1.112 -4.682  -0.070
C 1.967 -1.878 -5.505  -0.081
C 1.279 -2.959 -4.982  -0.078
C 1.389 -3.266 -3.638  -0.056
H 0.856 -4.114 -3.233  0.118
H 0.659 -3.568 -5.621  0.111
H 1.884 -1.639 -6.554  0.110
H 3.325 -0.277 -5.088  0.112
H 3.553 -0.839 -2.713  0.113
H 1.443 -3.397 -1.002  0.135
H 3.199 -3.566 -1.245  0.146
N -0.101 0.427 0.778  -0.058
H 0.569 1.201 0.616  0.158
C -1.467 0.925 0.508  -0.064
C -1.737 2.140 1.415  -0.130
N -1.599 1.847 2.810  -0.145
C -0.327 1.245 3.093  -0.128
C 0.004 0.032 2.202  -0.081
H 1.024 -0.290 2.409  0.124
H -0.686 -0.793 2.382  0.130
H -0.289 0.932 4.134  0.125
H 0.459 1.997 2.938  0.140
C -2.777 1.498 3.585  -0.282
C -2.611 1.931 5.060  -0.122
C -2.933 0.703 5.919  -0.179
H -2.340 0.673 6.830  0.112
C -2.663 -0.491 5.006  -0.191
H -3.184 -1.388 5.337  0.112
H -1.595 -0.715 4.972  0.100
C -3.166 0.002 3.653  -0.136
H -4.254 -0.074 3.632  0.120
H -2.784 -0.581 2.816  0.086
H -3.986 0.711 6.200  0.114
H -3.269 2.763 5.298  0.114
H -1.590 2.271 5.229  0.108
H -3.592 2.062 3.126  0.141
H -2.738 2.520 1.211  0.136
H -1.017 2.927 1.149  0.136
H -1.551 1.210 -0.541  0.137
H -2.176 0.121 0.714  0.141
H -0.193 -1.562 0.051  0.173
H -1.094 -1.946 -2.073  0.126
H -1.420 -1.324 -4.429  0.117
H -0.383 0.739 -5.306  0.120
H 0.920 2.191 -3.839  0.116

Structure (SMILES): COc1ccccc1[C@@H](c1nnnn1Cc1ccccc1)[NH+]1CCN(C2CCCC2)CC1
Kohn-Sham gap: 9.152 eV
Multiplicity: 1
Total charge: +1
M: 433.58 g/mol
HOMO energy: -0.4164 hartree

# 6
The following is a DFT calculation (the ωB97M-V functional and the def2-TZVPD basis) of a structure of composition C13H23Cl3NO4P2Zn at a distorted geometry.

Each line ends with the Löwdin charge.
Atoms and positions in Å:
Zn -0.125 -0.458 0.890  0.529
P -2.357 -0.164 0.272  0.841
C -2.155 0.030 -1.531  -0.312
C -0.912 0.805 -1.837  -0.304
N 0.155 0.599 -1.010  0.024
C 1.359 1.077 -1.346  -0.303
C 1.556 1.812 -2.529  -0.017
C 0.470 2.043 -3.375  -0.027
C -0.774 1.530 -3.031  -0.009
C 2.557 0.713 -0.447  -0.267
P 2.242 -0.781 0.505  0.865
H -1.674 1.683 -3.592  0.113
H 2.583 2.112 -2.768  0.121
H 0.590 2.614 -4.285  0.117
H 3.459 0.615 -1.081  0.110
H 2.739 1.552 0.272  0.118
H -2.005 -1.188 -2.050  -0.072
H -3.040 0.371 -2.119  0.110
H -1.431 -2.618 -1.273  0.127
O -1.696 -2.135 -2.521  -0.118
H -2.273 -2.381 -3.265  0.095
H -0.538 -2.302 0.315  0.044
O -0.606 -2.977 -0.470  0.029
H 0.196 -3.410 -0.839  0.134
C 2.801 -2.132 -0.598  -0.243
H 3.841 -1.962 -0.910  0.064
H 2.753 -3.077 -0.036  0.054
H 2.166 -2.183 -1.492  0.048
C 3.496 -0.704 1.821  -0.225
H 3.466 -1.668 2.353  0.065
H 4.508 -0.536 1.419  0.070
H 3.217 0.092 2.525  0.048
C -3.059 1.260 1.126  -0.233
H -4.026 1.570 0.704  0.070
H -3.182 0.941 2.171  0.055
H -2.343 2.092 1.102  0.044
C -3.546 -1.517 0.414  -0.239
H -3.728 -1.656 1.487  0.058
H -4.488 -1.281 -0.100  0.070
H -3.129 -2.448 0.010  0.036
Cl 1.067 2.351 5.485  0.661
C 0.404 2.489 3.905  -1.527
Cl -1.278 3.061 4.009  0.606
Cl 1.362 3.683 2.963  0.582
C 0.451 1.096 3.144  -0.780
O 1.016 0.140 3.641  -0.001
O -0.091 1.248 1.973  -0.230

Kohn-Sham gap: 7.224 eV
Multiplicity: 1
Total charge: +1
M: 491.03 g/mol
HOMO energy: -0.4070 hartree

# 7
The following is a DFT calculation (the ωB97M-V functional and the def2-TZVPD basis) of a structure of composition C32H31NO7PS2W at a distorted geometry.

Each line ends with the Löwdin charge.
Atoms and positions in Å:
W 1.187 0.172 0.394  1.600
O 3.000 0.901 -0.452  -0.063
C 2.032 1.283 -1.206  -0.680
O 1.308 0.348 -1.731  -0.113
C 1.613 2.689 -1.419  -0.142
C 2.438 3.682 -1.922  0.014
C 1.939 4.964 -2.095  -0.038
C 0.614 5.247 -1.807  -0.042
C -0.219 4.263 -1.296  -0.062
C 0.281 2.987 -1.074  -0.246
P -0.649 1.692 -0.172  1.085
C -1.455 2.520 1.233  -0.339
C -1.076 3.752 1.760  -0.078
C -1.673 4.212 2.922  -0.045
C -2.625 3.447 3.576  -0.048
C -2.997 2.214 3.063  -0.059
C -2.418 1.755 1.896  -0.107
C -1.995 1.200 -1.300  -0.323
C -1.725 0.154 -2.182  -0.105
C -2.661 -0.205 -3.134  -0.065
C -3.884 0.449 -3.181  -0.060
C -4.167 1.464 -2.282  -0.060
C -3.222 1.854 -1.348  -0.072
H 3.460 3.443 -2.178  0.129
H 2.589 5.745 -2.457  0.116
H 0.228 6.242 -1.961  0.116
H -1.248 4.482 -1.048  0.117
H -0.313 4.345 1.281  0.113
H -1.386 5.169 3.326  0.119
H -3.075 3.805 4.488  0.114
H -3.736 1.610 3.568  0.113
H -2.730 0.806 1.475  0.099
H -0.770 -0.362 -2.116  0.090
H -2.435 -0.987 -3.842  0.112
H -4.618 0.160 -3.917  0.112
H -5.125 1.960 -2.314  0.112
H -3.439 2.653 -0.654  0.110
C -2.965 -4.382 -1.255  -0.034
C -2.028 -3.774 -0.263  -0.250
C -2.065 -2.412 0.021  -0.015
C -1.176 -1.848 0.930  -0.101
C -0.245 -2.661 1.568  -0.287
C -0.214 -4.021 1.318  -0.047
C -1.105 -4.572 0.410  -0.006
S 0.935 -1.927 2.706  0.655
O 2.255 -2.443 2.371  -0.393
O 0.518 -2.093 4.059  -0.233
N 0.901 -0.349 2.243  -0.369
C 0.920 0.626 3.324  -0.115
C 1.258 2.009 2.715  -0.586
O 1.312 3.009 3.384  0.118
O 1.431 1.964 1.426  -0.187
H -3.783 -3.708 -1.490  0.080
H -3.375 -5.312 -0.870  0.088
H -2.430 -4.611 -2.176  0.091
H -2.798 -1.786 -0.467  0.110
H -1.297 -0.811 1.247  0.067
H 0.499 -4.634 1.846  0.127
H -1.090 -5.634 0.220  0.125
H 1.673 0.353 4.072  0.141
H -0.054 0.674 3.827  0.137
O 1.658 -1.775 -0.107  -0.614
S 3.160 -1.850 0.238  1.053
C 3.453 -3.663 0.259  -0.256
C 4.311 -4.021 -0.940  -0.211
C 3.861 -3.079 -2.049  -0.219
C 3.917 -1.699 -1.427  -0.276
H 2.450 -4.075 0.184  0.095
H 3.884 -3.924 1.219  0.100
H 4.173 -5.069 -1.205  0.126
H 5.368 -3.858 -0.720  0.122
H 2.834 -3.305 -2.338  0.123
H 4.498 -3.147 -2.928  0.124
H 3.369 -0.940 -1.981  0.080
H 4.942 -1.369 -1.263  0.111

Expectation value of S²: 2.0124
Kohn-Sham gap (alpha / beta): 7.629 / 7.466 eV
Multiplicity: 3
Total charge: +1
M: 820.55 g/mol
HOMO energy (alpha / beta): -0.4131 / -0.4435 hartree